C39H37CoN2P2SSi | ωB97M-V/def2-TZVPD

Positions of all 83 atoms, in Å:
Co  -1.01597  -0.46255  0.08574
C  -1.31782  -0.24453  3.81363
Si  -0.12078  0.17005  2.42168
C  1.42257  -0.87349  2.62201
C  1.89198  -1.17357  3.90188
C  3.02165  -1.95979  4.08148
C  3.68774  -2.48130  2.98147
C  3.22334  -2.21961  1.70060
C  2.09141  -1.42971  1.52095
P  1.47097  -1.01607  -0.13091
C  0.23408  -2.29850  -0.58048
C  -0.40331  -2.12336  -1.82299
C  -1.35874  -3.03432  -2.26212
C  -1.68761  -4.11651  -1.46274
C  -1.08257  -4.28460  -0.21798
C  -0.13541  -3.38124  0.23068
C  2.83322  -1.31957  -1.28434
C  3.86919  -0.38574  -1.29221
C  4.97414  -0.58065  -2.10314
C  5.04490  -1.70159  -2.91983
C  4.01386  -2.63067  -2.91859
C  2.90792  -2.44521  -2.10241
C  -0.01377  2.03423  2.28768
C  0.34866  2.73013  3.44542
C  0.30174  4.11426  3.49775
C  -0.13049  4.83294  2.39162
C  -0.48373  4.16499  1.23003
C  -0.41391  2.77486  1.17026
P  -0.70486  1.94035  -0.41442
C  0.82722  2.18456  -1.35471
C  1.93882  2.81963  -0.81002
C  3.06580  3.03620  -1.59467
C  3.09454  2.60436  -2.91130
C  1.99551  1.94650  -3.45127
C  0.86588  1.74009  -2.67847
C  -1.93595  2.90372  -1.32659
C  -3.29734  2.66503  -1.15521
C  -4.23382  3.44915  -1.81053
C  -3.81921  4.47967  -2.64151
C  -2.46453  4.72983  -2.81298
C  -1.52544  3.94792  -2.16082
H  -0.94794  0.21006  4.73886
H  -1.38134  -1.31604  4.01330
H  -2.30735  0.18173  3.64035
H  1.38746  -0.78067  4.77709
H  3.38499  -2.15984  5.08044
H  4.56839  -3.09402  3.11858
H  3.74080  -2.63252  0.84404
H  -0.09743  -1.30589  -2.47115
H  -1.82269  -2.90242  -3.23010
H  -2.40703  -4.84552  -1.81270
H  -1.33319  -5.14401  0.39077
H  0.35110  -3.52122  1.18910
H  3.81403  0.49203  -0.65994
H  5.77905  0.14216  -2.10037
H  5.90655  -1.85272  -3.55591
H  4.07230  -3.50721  -3.54958
H  2.12043  -3.18755  -2.10397
H  0.66619  2.19024  4.33121
H  0.58678  4.63039  4.40450
H  -0.19032  5.91202  2.43135
H  -0.81442  4.72932  0.36734
H  1.92525  3.17822  0.21131
H  3.91718  3.55523  -1.17417
H  3.96988  2.78291  -3.52143
H  2.01303  1.61132  -4.47968
H  -0.00464  1.26704  -3.12197
H  -3.64724  1.88203  -0.49570
H  -5.28822  3.25486  -1.66860
H  -4.55058  5.08967  -3.15407
H  -2.13751  5.53540  -3.45629
H  -0.47284  4.15151  -2.30894
C  -5.22508  -4.15299  0.68348
N  -4.63385  -2.94092  0.13156
C  -3.76962  -2.17270  0.76570
N  -3.32959  -2.51607  1.96898
S  -3.30287  -0.67767  0.01236
H  -5.82351  -4.62752  -0.08742
H  -5.86919  -3.92093  1.53279
H  -4.44600  -4.85440  0.98605
H  -4.94637  -2.60095  -0.76456
H  -3.67503  -3.32742  2.45709
H  -2.75941  -1.86082  2.47770

E_LUMO (spin up / spin down)	-0.1764 / -0.2586	Eh
HOMO energy (spin up / spin down)	-12.5 / -13.7	eV
largest force on an atom	0.452	eV Å⁻¹
charge	+2
spin multiplicity	5
gap between HOMO and LUMO (spin up / spin down)	7.697 / 6.666	eV
expectation value of S²	6.019